156
Properties=species:S:1:pos:R:3 method="wB97M-V/def2-TZVPD" homo_lumo_gap_ha="0.1227 / 0.0588" energy_ha=-6508.71933 spin_multiplicity=2
C -0.0845 4.6399 -0.4006
C 0.5543 4.6346 -1.7828
C -0.5113 5.1527 -2.7651
C 1.7393 5.5931 -1.8608
C 1.0120 3.1869 -2.1405
C 0.1612 2.4737 -2.9926
C 0.6925 1.5342 -3.8667
C 2.0145 1.1594 -3.6885
C 2.7059 1.4737 -2.5124
C 3.9257 0.5466 -2.2318
C 4.1401 0.3301 -0.7481
C 5.1626 1.0992 -2.9569
C 3.6846 -0.8674 -2.7850
C 2.2268 2.5619 -1.7196
N 2.9259 3.0165 -0.5171
C 4.2709 3.5936 -0.5384
C 4.6794 3.6725 0.9102
N 3.4487 3.3697 1.6608
C 3.3902 3.5763 3.1082
C 3.2779 4.9047 3.6367
C 3.2449 6.2611 2.8602
C 2.3371 7.2844 3.5674
C 2.6686 6.1631 1.4661
C 4.6673 6.8460 2.8581
C 3.2596 5.0869 5.0213
C 3.2446 4.0313 5.9097
C 3.4598 2.7642 5.4130
C 3.5616 2.5048 4.0437
C 4.0082 1.0348 3.7942
C 3.1807 0.0728 4.6693
C 5.4931 0.9436 4.1724
C 3.8108 0.5601 2.3783
C 2.4795 2.8949 0.7874
C 1.3199 2.1610 1.0424
C 0.5645 2.1378 2.2579
C 0.3964 3.2648 3.1210
C -0.0643 3.0778 4.4084
C -0.4027 1.7627 4.8198
N -0.1531 1.3807 6.1637
O -0.2832 0.1654 6.4344
O 0.2623 2.2324 6.9816
C -0.5989 0.7332 3.8759
C -0.0979 0.9165 2.6028
H 0.6359 4.3080 0.3494
H -0.4393 5.6433 -0.1262
H -0.9241 3.9332 -0.3655
H -0.1772 5.0647 -3.8051
H -1.4629 4.6223 -2.6499
H -0.7098 6.2146 -2.5705
H 2.1707 5.5820 -2.8708
H 1.4328 6.6207 -1.6247
H 2.5207 5.3062 -1.1579
H -0.9012 2.7151 -3.0568
H 0.0992 1.1215 -4.6836
H 2.4725 0.5196 -4.4452
H 3.2210 -0.0509 -0.2857
H 4.9432 -0.4011 -0.5677
H 4.4163 1.2515 -0.2454
H 5.0524 0.9587 -4.0405
H 5.3218 2.1682 -2.7858
H 6.0637 0.5613 -2.6389
H 3.6694 -0.8951 -3.8787
H 4.4926 -1.5348 -2.4584
H 2.7413 -1.2772 -2.4105
H 4.9502 2.9750 -1.1311
H 4.2604 4.5811 -1.0172
H 5.4650 2.9397 1.1583
H 5.0910 4.6501 1.1888
H 2.7527 7.6436 4.5144
H 2.2099 8.1664 2.9268
H 1.3468 6.8510 3.7499
H 3.2843 5.5591 0.8020
H 1.6563 5.7418 1.4878
H 2.5960 7.1692 1.0232
H 5.4003 6.1644 2.4131
H 4.6920 7.7889 2.3001
H 4.9859 7.0568 3.8861
H 3.2474 6.0905 5.4440
H 3.1047 4.2025 6.9771
H 3.6033 1.9556 6.1297
H 2.1170 0.3395 4.6249
H 3.2785 -0.9603 4.3128
H 3.4777 0.0846 5.7246
H 6.0954 1.5938 3.5239
H 5.6596 1.2568 5.2100
H 5.8667 -0.0817 4.0677
H 4.4042 1.1656 1.6964
H 4.1242 -0.4906 2.2763
H 2.7526 0.6193 2.0990
H 0.9415 1.5449 0.2242
H 0.7076 4.2495 2.7567
H -0.1245 3.8757 5.1488
H -1.0894 -0.1883 4.1816
H -0.1384 0.1034 1.8727
O -1.9842 -0.2087 -3.0064
C -2.7710 -0.8089 -3.6147
Co -3.7924 -1.7087 -4.7304
C -4.9328 -0.6110 -5.5104
O -5.6485 0.1341 -6.0312
C -2.5750 -1.8191 -5.9883
O -1.7197 -1.9536 -6.7569
C -3.8169 -3.6434 -4.2315
C -2.7625 -3.9464 -3.3574
C -1.5376 -4.5366 -3.4359
C -0.3879 -4.1889 -2.6320
C 0.9102 -4.4900 -3.1243
C 2.0409 -4.1504 -2.3893
C 1.9034 -3.5220 -1.1388
C 0.6292 -3.2365 -0.6335
C -0.5044 -3.5742 -1.3666
Co -4.1428 -3.0617 -2.5806
C -3.5420 -2.1248 -1.2229
O -3.2691 -1.4135 -0.3423
C -5.6388 -2.1566 -2.8348
O -6.6630 -1.6124 -2.8610
P -5.0120 -4.7094 -1.3703
C -4.6706 -4.5892 0.4245
C -3.9497 -5.5565 1.1385
C -3.6208 -5.3368 2.4810
C -4.0746 -4.1926 3.1420
C -4.8585 -3.2609 2.4542
C -5.1397 -3.4475 1.0989
C -6.8338 -4.8959 -1.4461
C -7.6344 -5.0143 -0.3006
C -9.0242 -5.1244 -0.4224
C -9.6194 -5.1796 -1.6864
C -8.8218 -5.1012 -2.8321
C -7.4385 -4.9317 -2.7158
C -4.4083 -6.3869 -1.7994
C -5.2362 -7.4036 -2.3031
C -4.6670 -8.5718 -2.8227
C -3.2792 -8.7380 -2.8431
C -2.4567 -7.7646 -2.2700
C -3.0263 -6.6193 -1.7098
H -4.3000 -4.3503 -4.9124
H -1.3886 -5.2958 -4.2143
H 0.9970 -4.9740 -4.0975
H 3.0316 -4.3748 -2.7855
H 2.7964 -3.2726 -0.5597
H 0.5283 -2.7514 0.3410
H -1.5007 -3.3616 -0.9668
H -3.6378 -6.4824 0.6560
H -3.0145 -6.0725 3.0089
H -3.8291 -4.0280 4.1938
H -5.2557 -2.3812 2.9622
H -5.7474 -2.7126 0.5630
H -7.1804 -5.0101 0.6911
H -9.6375 -5.1741 0.4771
H -10.7026 -5.2899 -1.7797
H -9.2686 -5.1678 -3.8254
H -6.8195 -4.8376 -3.6123
H -6.3192 -7.2802 -2.2894
H -5.3161 -9.3519 -3.2200
H -2.8337 -9.6307 -3.2897
H -1.3715 -7.8804 -2.2546
H -2.3875 -5.8739 -1.2267